{
  "formula": "C6H15N4O2",
  "method": "wB97M-V/def2-TZVPD",
  "total_charge": 1,
  "e_lumo_ev": -2.71,
  "elements": ["C", "C", "C", "C", "C", "C", "N", "N", "N", "N", "O", "O", "H", "H", "H", "H", "H", "H", "H", "H", "H", "H", "H", "H", "H", "H", "H"],
  "coordinates": [[-1.6526, -1.7210, 0.6480], [-1.7380, -2.2476, -0.5722], [-0.7979, -1.6112, -1.4841], [-2.6530, -3.2846, -1.0637], [0.2684, 2.8392, -0.1639], [2.0149, 0.8075, 2.0723], [0.6956, 3.8461, 0.5018], [0.4329, 2.5152, -1.3932], [2.0869, 1.4535, 0.9694], [2.6107, -0.3149, 2.5041], [-0.9955, -2.1754, -2.7085], [-0.0384, -0.7001, -1.2667], [-2.3728, -1.8550, 1.4659], [-0.8438, -1.0356, 0.7406], [-3.3704, -3.7642, -0.2910], [-3.2599, -2.7620, -1.8557], [-2.1525, -4.0886, -1.6405], [1.3457, 1.1496, 2.8491], [1.5549, 4.3513, 0.3514], [0.4582, 3.8363, 1.5961], [-0.4653, -1.8799, -3.3694], [0.7413, 3.2289, -2.0080], [2.7138, 0.7951, 0.3637], [-0.4681, 2.2071, 0.3665], [3.2628, -0.7083, 1.7780], [-0.0194, 1.7080, -1.7826], [2.6413, -0.5895, 3.3925]],
  "forces_ev_per_angstrom": [[-1.0100, -0.2273, 0.2132], [0.1931, 0.0193, 2.0916], [-0.1430, -0.6272, -2.0625], [-2.2536, -0.8255, -0.7867], [-2.3226, -2.4018, 1.6106], [-0.9915, 0.5933, 1.4595], [-0.1011, 1.8822, 4.6527], [0.2631, 0.5158, -1.1816], [1.6788, -2.8109, -1.0993], [1.5011, 0.5332, -6.8864], [-2.1589, -1.2423, 3.2644], [0.3107, 0.3113, -0.2628], [0.5537, -0.3573, -0.3808], [0.2619, 0.6717, 0.6162], [1.4059, 1.0546, -1.1279], [0.0971, -0.7529, 0.7298], [-0.0874, 0.4261, 0.6173], [-0.2756, 0.6749, 0.2121], [-0.0097, -0.0178, -0.6337], [0.6432, 0.0010, -3.5775], [2.8017, 1.7885, -2.9458], [0.7368, 0.2488, -0.8580], [-1.0506, 1.8115, 0.6310], [0.7112, 0.2751, -0.1780], [-0.7519, 0.0822, 1.7079], [-0.0756, -0.3587, 0.0757], [0.0731, -1.2678, 4.0990]]
}



{
  "formula": "C3H8ClN2",
  "method": "wB97M-V/def2-TZVPD",
  "total_charge": 1,
  "e_lumo_ev": -4.14,
  "elements": ["C", "N", "C", "Cl", "N", "C", "H", "H", "H", "H", "H", "H", "H", "H"],
  "coordinates": [[-0.2106, -1.9440, -0.6298], [-0.4084, -1.4178, 0.6697], [-0.1793, -0.1277, 0.8729], [-0.5355, 0.7020, 2.2853], [0.3779, 0.7199, -0.2032], [0.3234, 2.2281, -0.1629], [-0.7266, -1.2459, -1.2389], [0.7745, -1.8652, -0.9001], [-0.6610, -2.9252, -0.6277], [-0.5165, -2.1067, 1.4534], [0.7679, 0.3457, -1.0003], [-0.2215, 2.4659, -1.0426], [1.4463, 2.5417, -0.1848], [-0.2305, 2.6292, 0.7091]],
  "forces_ev_per_angstrom": [[-2.0305, -0.2369, 0.1718], [0.4694, 0.9179, 2.8555], [1.8739, 2.2474, -3.8942], [-0.0930, -0.6782, 0.2779], [-3.3833, -0.8906, 6.3354], [2.1694, -1.0129, 0.6649], [-0.8590, 0.0957, -1.2468], [2.6459, -0.6469, -0.7022], [0.2675, -0.2251, -0.5689], [-0.0536, 1.4629, -0.7527], [0.7538, -1.3130, -1.7987], [-0.1347, 0.7621, -0.8264], [-2.2935, -0.0195, 0.0397], [0.6678, -0.4629, -0.5552]]
}



{
  "formula": "C10H14AuN3O3S",
  "method": "wB97M-V/def2-TZVPD",
  "total_charge": 0,
  "e_lumo_ev": 0.25,
  "elements": ["Au", "N", "N", "C", "N", "S", "H", "H", "H", "H", "H", "C", "O", "C", "C", "C", "C", "C", "C", "O", "C", "O", "C", "H", "H", "H", "H", "H", "H", "H", "H", "H"],
  "coordinates": [[-0.3688, 0.9141, 2.8114], [-2.3921, 1.0782, 3.3259], [-3.2032, 1.0707, 2.0893], [-3.0385, -0.1370, 1.3637], [-4.0481, -1.1399, 1.4689], [-2.1651, 0.1758, -0.0853], [-2.6518, 0.2881, 3.9146], [-2.5931, 1.9394, 3.8262], [-4.1650, 1.1796, 2.3929], [-4.8517, -1.0407, 0.8611], [-3.7170, -2.0911, 1.4491], [4.9398, 0.5722, -2.8095], [4.5147, 0.9570, -1.5124], [3.2855, 0.5528, -1.1067], [2.3528, -0.0435, -1.9708], [1.1433, -0.4342, -1.4376], [0.8489, -0.2863, -0.0863], [-0.3954, -0.7779, 0.4797], [-2.6880, -1.0711, -1.2743], [-0.5830, -1.3561, 1.4893], [1.7560, 0.4077, 0.7878], [1.5170, 0.7467, 2.0268], [2.9801, 0.7950, 0.2184], [5.9850, 0.8566, -2.8821], [4.3751, 1.0909, -3.5872], [4.8473, -0.5056, -2.9538], [2.5591, -0.1974, -3.0195], [0.4204, -0.9271, -2.0802], [-2.1124, -0.9143, -2.1861], [-3.7472, -0.9360, -1.4828], [-2.5085, -2.0674, -0.8771], [3.7037, 1.3008, 0.8467]],
  "forces_ev_per_angstrom": [[-0.0588, 0.3899, -0.0694], [0.3330, -0.0494, 0.0712], [0.2038, -0.1445, 0.0526], [-0.5578, 0.3838, -0.8339], [0.3318, 0.0789, 0.1626], [0.3438, -0.4247, 0.5340], [-0.0869, -0.0070, 0.0511], [-0.0112, 0.0156, -0.0103], [-0.0871, -0.0123, -0.0019], [0.0323, -0.0014, -0.1043], [0.0379, -0.0480, 0.1859], [-0.0380, 0.0795, 0.0698], [0.1567, -0.0389, -0.1097], [-0.1830, -0.0431, -0.1106], [0.0647, 0.0270, 0.0252], [-0.0380, -0.1105, 0.0085], [0.1276, 0.0932, 0.1896], [-0.4247, 0.9570, -0.3991], [-0.0137, 0.0431, 0.0100], [0.1116, -1.0696, 0.1824], [-0.0989, 0.1061, -0.1997], [-0.1078, -0.1816, 0.1129], [0.0514, -0.0228, 0.1362], [0.0288, 0.0219, 0.0150], [-0.0338, 0.0132, -0.0070], [0.0029, -0.0351, 0.0129], [0.0051, -0.0084, 0.0519], [0.0029, 0.0424, 0.0171], [-0.0116, -0.0327, 0.0447], [0.0147, 0.0069, -0.0289], [-0.0398, -0.0036, -0.0145], [-0.0581, -0.0248, -0.0442]]
}



{
  "formula": "C3H14NO6",
  "method": "wB97M-V/def2-TZVPD",
  "s_squared": 0.78,
  "total_charge": 0,
  "e_lumo_ev": [-0.10, -4.31],
  "spin_multiplicity": 2,
  "elements": ["O", "C", "N", "C", "O", "C", "H", "H", "H", "H", "H", "H", "H", "H", "O", "H", "H", "O", "H", "H", "O", "H", "H", "O"],
  "coordinates": [[0.2424, -0.3032, -0.6550], [-0.0788, -1.4279, -0.2234], [-0.9687, -1.5618, 0.7725], [-1.9088, 2.1057, -0.4436], [-1.8370, 3.1906, -0.9381], [0.4636, -2.6057, -0.9813], [-1.0648, -2.5325, 1.0665], [-1.8865, 1.0613, -0.7903], [-2.1376, 2.1315, 0.6497], [0.7047, -2.3690, -2.0119], [1.4324, -2.8454, -0.5136], [-0.0377, -3.5737, -0.9536], [1.1408, 1.6639, 0.9020], [-0.3144, 1.8757, 1.4338], [0.5928, 2.1767, 1.5028], [-2.2471, -0.5479, 1.8260], [-1.6853, 0.6094, 2.6205], [-2.4817, 0.0593, 2.5546], [2.3644, -0.5041, -0.4530], [2.1699, -0.2408, 1.0493], [2.8265, -0.2313, 0.3432], [1.4930, 1.6765, -1.5814], [1.2968, 0.7805, -2.7761], [1.9208, 1.4126, -2.3995]],
  "forces_ev_per_angstrom": [[-0.5962, -0.4190, 1.0428], [0.2745, 0.0992, -2.3399], [-0.4531, 0.1596, 0.5286], [-0.9945, 0.6849, 2.5703], [0.3921, -0.5328, -1.5215], [1.2179, -0.9993, 0.4024], [0.1651, -0.1549, 0.0382], [0.3109, 0.3572, -1.2086], [0.1067, -0.4468, 0.0452], [-0.2141, 0.2967, -0.0373], [-0.0136, 0.1647, -0.0529], [-0.6001, 0.3581, 0.1863], [-0.1828, -0.1122, -0.1289], [0.0647, -0.1340, -0.3086], [0.2988, 0.2334, 0.4290], [-0.1307, 0.4176, 0.4696], [-0.3468, -0.1937, 0.2386], [0.3836, 0.0037, -0.4118], [-0.0229, 0.2240, -0.1768], [0.1291, -0.0619, -0.0629], [0.1646, 0.0072, 0.3976], [0.0222, 0.1536, 0.0957], [0.0991, 0.1357, -0.0112], [-0.0743, -0.2408, -0.1838]]
}